[1]
# C12H27FN4OSi

A cluster of 2 separate species, C12H27FN4OSi in total at a distorted geometry (wB97M-V/def2-TZVPD, OMol25).

Properties
energy	-31481.4603	eV
molar mass	290.5	g/mol

```
! wB97M-V def2-TZVPD RIJCOSX def2/J DEFGRID3
* xyz 0 1
Si -4.084 -0.209 0.074
F -6.312 -1.468 2.749
O 3.348 -2.915 0.198
N -1.793 1.496 -0.497
N -0.800 1.477 1.416
N -2.483 0.726 0.344
N -1.892 0.712 1.487
C 4.518 -2.168 0.487
C 3.645 0.153 1.191
C -3.876 -2.045 0.181
C -5.221 0.348 1.393
C 2.353 0.808 0.668
C 3.333 -3.443 -1.105
C 2.654 1.815 -0.437
C 0.313 2.895 -0.279
C 4.334 -0.697 0.104
C -0.739 1.967 0.194
C -4.655 0.315 -1.657
C 1.383 2.258 -1.188
H 1.694 0.025 0.291
H 3.136 -2.671 -1.856
H 3.331 1.429 -1.197
H 4.324 0.948 1.494
H -4.937 -0.131 2.330
H -3.273 -2.483 -0.618
H -3.474 -2.393 1.129
H -6.254 0.120 1.167
H 5.285 -0.262 -0.202
H -4.288 1.328 -1.838
H -5.739 0.307 -1.623
H -2.016 1.688 -1.462
H 4.283 -3.916 -1.376
H 0.797 3.267 0.621
H -5.078 1.435 1.513
H -0.145 3.770 -0.738
H 3.699 -0.694 -0.783
H 1.908 1.342 1.505
H 5.355 -2.560 -0.097
H 3.100 2.729 -0.039
H 4.751 -2.277 1.544
H 2.576 -4.220 -1.136
H -4.884 -2.451 0.087
H 3.373 -0.457 2.050
H 1.004 1.424 -1.780
H -4.251 -0.352 -2.415
H 1.696 3.027 -1.894
*
```

=====

[2]
# C36H72O23

A cluster of 9 separate species, C36H72O23 in total at a distorted geometry (wB97M-V/def2-TZVPD, OMol25).

Properties
energy	-85588.1781	eV
molar mass	872.9	g/mol
SMILES	CCOC(=O)OC.CCOC(=O)OC.CCOC(=O)OC.CCOC(=O)OC.CCOC(=O)OC.CCOC(=O)OC.CCOC(=O)OC.C1CCOC1.C1CCOC1
ΔE to the lowest compared entry with this formula, charge and spin	63.6	kcal per mole

```
! wB97M-V def2-TZVPD RIJCOSX def2/J DEFGRID3
* xyz 0 1
O -2.708 -17.442 -0.591
O -0.104 -9.644 -10.584
O -12.310 -20.843 -6.627
O 5.397 -19.071 -11.019
O -9.042 -10.100 -9.998
O -5.239 -12.716 -20.517
O 6.108 -17.203 -11.800
O -2.226 -25.499 -10.305
O -3.179 -17.072 -2.616
O -3.528 -16.030 -12.716
O -4.781 -14.040 -18.634
O -10.492 -11.449 -11.064
O -1.617 -27.522 -10.425
O -4.887 -17.448 -11.561
O -0.095 -25.983 -9.794
O -14.518 -21.075 -6.993
O -9.072 -12.381 -9.867
O -5.800 -11.980 -18.596
O -13.091 -18.148 -14.194
O -5.509 -16.540 -13.597
O -1.917 -18.874 -2.140
O 3.933 -17.967 -12.356
O -13.476 -21.659 -4.944
C -1.194 -26.292 -10.151
C -2.620 -15.962 -11.623
C -3.101 -17.145 -4.033
C -6.660 -17.343 -13.743
C -2.598 -17.906 -1.840
C -14.509 -16.399 -15.014
C -13.389 -18.468 -15.546
C 6.011 -16.040 -12.527
C 1.229 -9.622 -11.162
C -7.870 -12.528 -9.074
C -11.358 -10.384 -11.525
C -5.939 -12.070 -17.191
C 5.010 -18.060 -11.711
C -6.355 -10.675 -16.644
C 6.853 -14.883 -11.970
C -13.635 -16.837 -13.855
C -0.470 -9.416 -12.832
C -13.545 -21.165 -6.212
C -0.606 -28.506 -10.607
C -1.669 -23.461 -11.650
C 4.582 -20.195 -10.889
C 1.020 -9.117 -12.598
C -6.382 -18.839 -13.881
C -5.271 -13.028 -19.197
C -7.921 -11.887 -7.703
C -3.786 -18.972 0.992
C -14.668 -22.306 -4.435
C -2.061 -24.112 -10.286
C -2.476 -18.229 0.576
C -1.061 -9.102 -11.459
C -10.486 -19.991 -7.905
C -14.729 -17.714 -15.730
C -4.764 -13.627 -21.501
C -11.960 -20.316 -7.948
C -9.507 -11.208 -10.258
C -4.671 -16.758 -12.511
H -15.437 -18.322 -15.167
H -5.794 -18.989 -14.786
H -6.997 -12.145 -9.602
H -8.084 -10.810 -7.757
H -0.228 -28.816 -9.633
H -7.892 -13.607 -8.923
H -3.043 -18.095 -4.564
H -3.673 -19.345 2.010
H -1.096 -29.350 -11.093
H 6.524 -14.514 -10.999
H -11.821 -10.717 -12.454
H 7.869 -15.213 -11.755
H -9.951 -20.881 -7.574
H -0.825 -8.799 -13.658
H -10.714 -9.517 -11.671
H -1.636 -15.770 -12.051
H -1.367 -23.760 -9.522
H -14.221 -16.962 -12.944
H -8.623 -12.385 -7.034
H -0.629 -10.453 -13.126
H -2.023 -9.600 -11.579
H -7.277 -19.449 -14.005
H -12.911 -16.049 -13.647
H -14.020 -15.641 -15.625
H -4.672 -18.353 0.850
H 4.949 -15.808 -12.597
H -13.467 -19.547 -15.676
H -15.040 -23.038 -5.151
H 3.911 -20.105 -10.034
H -6.567 -10.688 -15.575
H -5.458 -10.062 -16.726
H -7.339 -17.032 -14.536
H -6.662 -12.819 -16.869
H -15.393 -21.530 -4.189
H 1.578 -10.648 -11.276
H -2.352 -16.424 -4.359
H -1.679 -18.962 0.444
H -7.113 -10.129 -17.205
H -10.114 -19.672 -8.879
H -3.062 -23.746 -10.055
H 6.928 -14.090 -12.714
H -2.559 -23.543 -12.274
H -4.967 -13.214 -22.489
H -2.174 -17.604 1.416
H 5.202 -21.080 -10.747
H -12.156 -10.162 -10.817
H 1.674 -9.536 -13.362
H -2.708 -16.731 -10.855
H -12.613 -19.505 -8.273
H -1.184 -8.027 -11.328
H -0.873 -24.061 -12.090
H -3.676 -13.697 -21.492
H -1.329 -22.427 -11.593
H -10.278 -19.215 -7.168
H 0.295 -28.247 -11.163
H -15.428 -15.934 -14.657
H -12.583 -18.094 -16.177
H -4.168 -19.711 0.288
H 4.078 -20.407 -11.832
H -12.077 -21.065 -8.732
H -2.779 -14.986 -11.164
H -5.863 -19.201 -12.993
H -14.467 -22.851 -3.513
H 1.325 -8.072 -12.656
H -4.988 -12.333 -16.729
H -15.090 -17.582 -16.750
H -7.209 -17.178 -12.816
H -5.163 -14.638 -21.412
H 6.320 -16.322 -13.533
H 1.898 -9.092 -10.484
H -4.015 -16.714 -4.440
H -6.970 -11.978 -7.178
*
```

=====

[3]
# C2H3N3OS

A structure of composition C2H3N3OS at a distorted geometry (wB97M-V/def2-TZVPD, OMol25).

Properties
energy	-19471.1481	eV
molar mass	117.1	g/mol
ΔE to the lowest compared entry with this formula, charge and spin	90.8	kcal per mole

```
! wB97M-V def2-TZVPD RIJCOSX def2/J DEFGRID3
* xyz 0 1
S -1.428 -1.113 -0.173
O 2.308 -0.526 -0.109
N 0.234 -1.370 0.302
N -0.680 1.583 0.036
N 0.595 0.968 -0.388
C 1.151 -0.302 0.059
C -1.490 0.618 0.006
H 0.379 -2.341 -0.558
H -2.472 0.972 0.413
H 1.403 1.512 0.412
*
```

=====

[4]
# C2H3O2P

An isolated molecule of C2H3O2P at a distorted geometry (wB97M-V/def2-TZVPD, OMol25).

Properties
energy	-15503.7379	eV
molar mass	90.0	g/mol
SMILES	C#COPO
ΔE to the lowest compared entry with this formula, charge and spin	50.8	kcal per mole

```
! wB97M-V def2-TZVPD RIJCOSX def2/J DEFGRID3
* xyz 0 1
P -0.165 0.061 1.259
O 0.738 -1.200 1.453
O -0.849 -0.129 -0.270
C 0.500 0.747 -2.190
C -0.178 0.347 -1.288
H -1.292 -0.714 1.487
H 1.262 1.192 -2.840
H 1.767 -0.981 1.448
*
```

=====

[5]
# C37H49CaN4O4P3

A structure of composition C37H49CaN4O4P3 at a distorted geometry (wB97M-V/def2-TZVPD, OMol25).

Properties
energy	-99608.3160	eV
molar mass	746.8	g/mol
ΔE to the lowest compared entry with this formula, charge and spin	0.0	kcal per mole

```
! wB97M-V def2-TZVPD RIJCOSX def2/J DEFGRID3
* xyz 2 1
Ca -1.089 0.316 1.047
P 0.805 1.536 -0.908
P -2.352 -2.839 2.001
P 2.552 -1.005 -1.606
O -1.124 -2.174 1.094
O -1.885 -4.402 1.791
O -3.521 -2.790 0.762
O -0.307 0.790 3.097
N -6.937 2.902 0.911
N -5.022 4.247 0.702
N -2.940 1.009 0.404
N -5.152 1.899 0.065
C 4.680 -0.600 -3.278
C -1.294 1.113 4.134
C 2.972 -2.127 -4.032
C 0.980 1.340 3.505
C 3.433 -1.189 -3.119
C -5.746 -3.155 -0.126
C 0.286 1.999 -2.606
C -0.541 -2.734 -0.113
C 2.399 3.128 0.871
C 5.607 -2.945 0.453
C -1.206 1.624 -4.452
C -0.943 1.559 -3.098
C 1.364 3.067 -0.143
C -3.977 1.599 0.230
C -3.172 -5.373 3.739
C 1.304 5.491 -0.164
C 0.689 2.233 4.737
C 2.511 0.862 -1.363
C 0.870 2.836 -4.760
C 5.429 -2.659 1.747
C 4.917 -1.766 -5.432
C -4.877 -2.370 0.853
C -5.662 3.052 0.596
C -2.672 -5.564 2.347
C 5.490 -1.006 -4.381
C 1.161 2.709 -3.435
C -0.277 2.217 -5.350
C 4.765 -2.483 -0.566
C -1.135 -2.189 -1.398
C 2.723 4.380 1.396
C 0.824 4.254 -0.608
C 2.148 5.555 0.896
C 4.264 -1.987 2.080
C -0.802 2.364 4.804
C 3.716 -1.578 -0.298
C 3.623 -2.292 -5.240
C 3.463 -1.353 1.087
H -7.421 3.714 1.176
H 3.168 0.975 -0.497
H -2.081 1.108 -4.921
H 2.076 3.149 -2.981
H -4.083 -4.767 3.694
H -5.150 -2.549 1.883
H -5.541 -4.189 -0.174
H 2.594 -0.685 1.362
H 2.384 6.550 1.262
H -1.104 2.472 5.798
H 1.396 1.839 2.602
H 6.514 -3.559 0.230
H 5.148 -0.110 -2.394
H -5.510 5.058 1.109
H 3.300 4.364 2.320
H 0.067 4.225 -1.379
H -2.210 1.300 3.583
H -4.019 4.362 0.419
H -1.087 3.215 4.188
H 6.508 -0.729 -4.368
H 2.110 -2.780 -3.781
H -1.079 -2.941 -2.178
H -2.209 -1.915 -1.202
H -0.578 2.325 -6.374
H 6.157 -2.923 2.528
H 5.525 -1.983 -6.328
H -1.394 0.263 4.817
H 0.540 -2.509 -0.063
H 3.060 1.336 -2.250
H 1.504 3.418 -5.394
H 0.989 6.374 -0.760
H 1.060 1.734 5.613
H 3.065 2.332 1.035
H -2.491 -4.908 4.444
H 5.096 -2.768 -1.601
H -0.587 -1.259 -1.763
H 4.018 -1.786 3.116
H -5.684 -2.712 -1.126
H -3.345 -6.389 4.095
H -4.854 -1.299 0.713
H -0.736 -3.761 -0.088
H -3.490 -5.746 1.681
H -1.634 1.057 -2.436
H -1.930 -6.335 2.334
H 1.580 0.479 3.749
H 3.078 -2.836 -5.996
H -7.441 2.090 0.610
H 1.190 3.189 4.729
H -6.809 -2.992 0.091
*
```

=====

[6]
# C18H34FNO7PS

A cluster of 2 separate species, C18H34FNO7PS in total at a distorted geometry (wB97M-V/def2-TZVPD, OMol25).

Properties
energy	-57876.5200	eV
molar mass	458.5	g/mol

```
! wB97M-V def2-TZVPD RIJCOSX def2/J DEFGRID3
* xyz 1 1
S 1.175 2.820 -0.528
P -3.499 -1.027 4.097
F 3.430 -2.116 -2.570
O -2.254 -0.875 3.339
O 1.807 3.691 -1.492
O 1.507 3.063 0.839
O -4.480 -2.159 3.588
O -0.036 -0.722 -5.461
O -4.421 0.258 4.120
O -3.309 -1.373 5.627
N 2.621 1.257 -2.011
C 0.341 -0.209 0.657
C 1.351 -0.028 -0.449
C 1.731 1.186 -0.999
C -0.579 2.895 -0.821
C 3.509 0.513 -5.112
C 1.952 -1.165 -1.012
C -3.274 -2.744 6.060
C 1.352 -0.847 -5.215
C 0.916 -0.319 2.093
C -3.817 1.552 4.280
C 1.982 0.534 -5.148
C 2.857 -1.047 -2.043
C -5.388 -1.883 2.510
C 0.654 0.924 2.975
C 3.204 0.197 -2.580
C 4.165 0.405 -3.700
C 2.407 -0.654 2.163
C -0.830 -0.741 -4.289
H -0.848 2.059 -1.464
H 2.739 -1.397 1.442
H -6.203 -1.256 2.866
H -3.817 2.064 3.319
H -4.289 -3.118 6.175
H 1.532 1.129 -4.355
H -4.422 2.115 4.986
H 1.514 -1.423 -4.299
H -2.730 -3.370 5.353
H -0.175 -1.137 0.429
H 1.689 1.019 -6.076
H 3.877 1.424 -5.571
H -0.271 -0.421 -3.406
H -1.204 -1.751 -4.126
H 0.419 0.625 3.989
H -1.121 2.876 0.114
H -2.798 1.478 4.654
H 4.912 -0.379 -3.650
H -0.734 3.807 -1.383
H 1.771 -1.405 -6.047
H -0.410 0.571 0.575
H 3.029 0.236 2.089
H 1.715 -2.157 -0.655
H 2.604 -1.061 3.151
H -2.769 -2.769 7.021
H 1.557 1.526 3.007
H -0.110 1.556 2.539
H -1.681 -0.085 -4.443
H 0.380 -1.137 2.562
H 3.892 -0.302 -5.718
H 2.845 2.192 -2.360
H -4.874 -1.393 1.683
H -5.788 -2.835 2.174
H 4.695 1.332 -3.494
*
```

=====

[7]
# C7H5N

An isolated molecule of C7H5N at a distorted geometry (wB97M-V/def2-TZVPD, OMol25).

Properties
energy	-8828.0082	eV
molar mass	103.1	g/mol
SMILES	C=C1C=CC(C#N)=C1
ΔE to the lowest compared entry with this formula, charge and spin	4.7	kcal per mole

```
! wB97M-V def2-TZVPD RIJCOSX def2/J DEFGRID3
* xyz 0 1
N 3.616 1.361 -0.352
C -0.993 -0.014 -0.113
C 0.979 -1.007 0.532
C 0.086 0.917 -0.358
C 2.547 0.965 -0.181
C -2.332 0.166 -0.236
C -0.340 -1.162 0.473
C 1.269 0.414 0.045
H -2.920 -0.675 0.138
H 0.022 1.969 -0.723
H -2.817 0.966 -0.732
H 1.725 -1.824 0.769
H -0.843 -2.077 0.737
*
```

=====

[8]
# C4H10O2

A cluster of 2 separate species, C4H10O2 in total at a distorted geometry (wB97M-V/def2-TZVPD, OMol25).

Properties
energy	-8402.8467	eV
molar mass	90.1	g/mol
SMILES	CC=O.CCO
ΔE to the lowest compared entry with this formula, charge and spin	62.3	kcal per mole

```
! wB97M-V def2-TZVPD RIJCOSX def2/J DEFGRID3
* xyz 0 1
O -1.513 0.027 5.392
O -1.123 0.722 -3.366
C -0.086 -0.904 -4.724
C 0.909 -0.049 5.384
C -0.496 0.638 5.479
C 0.135 0.153 -3.558
H 1.328 0.047 4.314
H -1.061 -1.454 -4.569
H 0.856 0.937 -4.107
H -0.500 -0.378 -5.700
H -1.582 0.907 -4.151
H 0.824 -1.567 -4.968
H -0.453 1.769 5.411
H 0.591 -0.421 -2.631
H 0.688 -1.076 5.756
H 1.484 0.649 6.040
*
```

=====

[9]
# C5H6O2S

An isolated molecule of C5H6O2S (wB97M-V/def2-TZVPD, OMol25).

Properties
energy	-20211.6736	eV
molar mass	130.2	g/mol
SMILES	O=C1C=C[C@H](S)[C@@H]1O
ΔE to the lowest compared entry with this formula, charge and spin	12.3	kcal per mole

```
! wB97M-V def2-TZVPD RIJCOSX def2/J DEFGRID3
* xyz 0 1
S 2.032 -0.102 -0.524
O -0.227 -1.981 0.355
O -2.391 -0.378 -0.758
C 0.761 0.295 0.731
C -0.456 -0.657 0.707
C -1.472 0.112 -0.151
C 0.149 1.641 0.459
C -1.078 1.545 -0.070
H 1.366 0.429 -1.567
H 0.223 -2.007 -0.507
H -1.713 2.357 -0.409
H -0.871 -0.687 1.727
H 0.716 2.556 0.618
H 1.296 0.253 1.679
*
```

=====

[10]
# C5H10N2

An isolated molecule of C5H10N2 at a distorted geometry (wB97M-V/def2-TZVPD, OMol25).

Properties
energy	-8323.4063	eV
molar mass	98.1	g/mol
ΔE to the lowest compared entry with this formula, charge and spin	90.6	kcal per mole

```
! wB97M-V def2-TZVPD RIJCOSX def2/J DEFGRID3
* xyz 0 1
N 1.382 -2.766 0.128
N 0.710 -2.124 -0.601
C 0.525 -0.152 0.879
C 0.269 -0.648 -0.474
C -0.811 -0.253 -1.361
C -0.369 0.856 1.602
C 1.437 0.270 -0.179
H -0.788 0.387 2.476
H 0.280 1.748 1.923
H -1.765 -0.673 -0.923
H 0.786 -1.048 1.518
H 2.469 -0.080 -0.251
H -1.004 1.481 0.943
H 1.385 1.278 -0.266
H 0.331 -2.406 -1.556
H -0.426 -0.623 -2.299
H -0.864 0.792 -1.330
*
```

=====

[11]
# C12H16F3N4O

A cluster of 2 separate species, C12H16F3N4O in total at a distorted geometry (wB97M-V/def2-TZVPD, OMol25).

Properties
energy	-28850.0836	eV
molar mass	289.3	g/mol
ΔE to the lowest compared entry with this formula, charge and spin	150.3	kcal per mole

```
! wB97M-V def2-TZVPD RIJCOSX def2/J DEFGRID3
* xyz 1 1
F -3.415 -3.254 -1.640
F -4.915 -1.467 -2.540
F -4.703 -1.858 -0.197
O -0.588 -2.659 -0.247
N -1.541 -0.711 -1.808
N -1.950 1.438 -0.551
N -2.840 -0.812 -1.334
N 0.265 1.208 -1.599
C 2.407 1.931 1.575
C 1.762 2.643 4.194
C 0.775 2.145 3.343
C -3.911 -1.868 -1.484
C 1.098 1.787 2.034
C -0.953 0.617 -1.370
C 0.078 -2.652 -1.562
C 3.395 2.425 2.427
C -3.130 0.477 -0.579
C 3.073 2.779 3.737
C 1.583 -1.994 -1.390
C -0.817 -1.744 -2.642
H 2.073 -1.804 -2.442
H 2.299 -2.708 -0.767
H 0.070 -2.861 0.482
H 0.958 1.502 -0.869
H 0.499 1.418 -2.616
H 2.658 1.658 0.553
H -1.554 -2.428 -3.278
H -0.246 2.037 3.699
H 0.330 1.396 1.372
H 0.172 -3.787 -1.909
H 3.843 3.161 4.402
H 1.509 2.924 5.213
H -0.069 -1.235 -3.388
H -4.184 0.720 -0.075
H 1.552 -0.960 -0.816
H 4.416 2.535 2.070
*
```

=====

[12]
# C12H14BCuN9

A structure of composition C12H14BCuN9 at a distorted geometry (wB97M-V/def2-TZVPD, OMol25).

Properties
energy	-71395.7572	eV
molar mass	358.7	g/mol
expectation value of S²	0.7560

```
! wB97M-V def2-TZVPD RIJCOSX def2/J DEFGRID3
* xyz 0 2
Cu 0.107 -0.008 0.991
N 0.381 1.584 -0.125
N 0.217 -0.741 6.695
N 1.084 -1.014 -0.450
N -1.370 -0.070 -1.853
N 1.052 0.757 4.925
N 1.392 0.573 2.497
N 1.007 -0.784 -1.807
N -1.590 -0.196 -0.510
N 0.393 1.596 -1.506
C 0.970 3.615 -0.815
C 1.219 0.547 3.667
C -2.526 -0.264 -2.502
C -0.800 -1.397 1.910
C 1.989 -1.986 -0.240
C 0.707 2.809 0.325
C -2.882 -0.522 -0.322
C 2.545 -2.361 -1.496
C -3.512 -0.564 -1.585
C 1.898 -1.567 -2.442
C 0.758 2.809 -1.924
C 0.600 -0.105 5.797
B 0.053 0.318 -2.333
H 1.282 4.639 -0.794
H 3.307 -3.109 -1.654
H -0.764 -1.227 2.956
H -1.293 -0.170 1.785
H -4.543 -0.799 -1.756
H 0.106 0.479 -3.493
H 2.147 -2.304 0.782
H -3.206 -0.708 0.691
H 0.829 2.914 -3.006
H -1.708 -1.834 1.574
H 0.746 2.928 1.404
H 1.968 -1.458 -3.539
H -0.083 -2.213 1.746
H -2.482 -0.168 -3.594
*
```